No. 1
C32H28F5N7O2OsS3 as an isolated structure. Source: the OMol25 dataset; level of theory: ωB97M-V/def2-TZVPD.

Values from the calculation:
charge	+2
frontier orbital gap (alpha / beta)	0.2402 / 0.2402	Ha

Element x y z (Å)
Os: -0.1836 0.8504 -0.5785
C: 1.5499 -3.4122 1.8000
N: 1.1263 -2.1532 2.4156
C: 0.8375 -1.9661 3.7521
C: 0.4725 -0.6818 3.9075
N: 0.5592 -0.0700 2.6541
C: 0.9334 -1.0100 1.7532
S: 1.1264 -0.8758 0.0463
C: 0.3890 1.3367 2.4807
C: 0.5540 2.1394 3.5990
C: 0.2273 3.4820 3.5214
C: -0.2439 3.9873 2.3253
C: -0.2847 3.1491 1.2343
N: 0.0460 1.8424 1.2865
H: 1.5016 -4.1905 2.5552
H: 2.5704 -3.3199 1.4342
H: 0.8826 -3.6554 0.9751
H: 0.9027 -2.7667 4.4681
H: 0.1299 -0.1643 4.7823
H: 0.9427 1.7285 4.5164
H: 0.3422 4.1167 4.3897
H: -0.5352 5.0218 2.2145
H: -0.5553 3.5253 0.2560
C: 3.8852 -4.2469 -2.5396
C: 3.3887 -2.8323 -2.6100
C: 4.2423 -1.7579 -2.3604
C: 3.7952 -0.4506 -2.4586
C: 2.4673 -0.2175 -2.8009
C: 1.5987 -1.2730 -3.0749
C: 2.0640 -2.5695 -2.9698
S: 1.9018 1.4259 -2.9874
O: 0.7960 1.4191 -3.8897
O: 3.0126 2.3051 -3.1422
N: 1.2219 1.8180 -1.4228
C: 2.0292 2.8047 -0.7265
C: 3.2414 2.4041 -0.1746
C: 4.0170 3.3707 0.4400
C: 3.5574 4.6813 0.4688
C: 2.3276 4.9618 -0.0991
N: 1.5606 4.0355 -0.6845
H: 4.9341 -4.2897 -2.2539
H: 3.7766 -4.7360 -3.5084
H: 3.3070 -4.8294 -1.8205
H: 5.2805 -1.9479 -2.1188
H: 4.4691 0.3834 -2.3183
H: 0.5865 -1.0710 -3.4035
H: 1.4009 -3.3937 -3.2040
H: 3.5634 1.3749 -0.2403
H: 4.9738 3.1086 0.8722
H: 4.1426 5.4728 0.9150
H: 1.9342 5.9709 -0.0953
F: -6.0025 -2.9146 -2.0205
C: -4.9949 -2.0697 -2.0896
C: -5.2125 -0.7120 -1.8927
F: -6.4291 -0.2651 -1.6246
C: -4.1444 0.1627 -1.9524
F: -4.3654 1.4610 -1.7347
C: -2.8512 -0.2865 -2.1856
S: -1.5117 0.8481 -2.3269
C: -2.6600 -1.6464 -2.3868
F: -1.4295 -2.1157 -2.6151
C: -3.7130 -2.5399 -2.3395
F: -3.4999 -3.8375 -2.5074
C: -5.0879 1.3180 1.8456
C: -3.9209 0.4875 1.4442
C: -3.6900 -0.8684 1.5169
C: -2.4439 -1.0932 0.9145
N: -1.9160 0.0683 0.5079
N: -2.8314 1.0141 0.8562
C: -1.8103 -2.4275 0.7128
H: -5.8368 0.6956 2.3282
H: -5.5449 1.7884 0.9734
H: -4.7935 2.1036 2.5420
H: -4.3474 -1.6136 1.9323
H: -2.7316 1.9545 0.5105
H: -2.5812 -3.1567 0.4648
H: -1.3366 -2.7741 1.6341
H: -1.0796 -2.4157 -0.0887

***

No. 2
C32H28FeN6O3 as an isolated structure in a non-equilibrium geometry. Source: the OMol25 dataset; level of theory: ωB97M-V/def2-TZVPD.

Values from the calculation:
charge	+1
frontier orbital gap (alpha / beta)	0.2742 / 0.2082	Ha
multiplicity	6

Element x y z (Å)
Fe: 0.2152 0.0961 -0.0655
C: 2.2802 2.1436 0.7228
N: 1.0862 1.6346 1.4107
C: 1.4630 1.0487 2.7036
C: 0.7374 -0.2248 3.0467
C: 0.6379 -0.6029 4.3775
C: 0.0954 -1.8347 4.6895
C: -0.3260 -2.6522 3.6547
C: -0.2149 -2.1876 2.3583
N: 0.2957 -0.9871 2.0441
C: 0.0709 2.6743 1.5784
C: -0.5806 2.9889 0.2572
C: -1.3478 4.1250 0.0581
C: -1.9514 4.3091 -1.1729
C: -1.7622 3.3622 -2.1710
C: -0.9805 2.2610 -1.8920
N: -0.4019 2.0799 -0.6971
C: 3.1410 0.9989 0.2313
C: 4.4324 1.2106 -0.2315
C: 5.1505 0.1285 -0.7031
C: 4.5692 -1.1329 -0.6817
C: 3.2842 -1.2523 -0.1966
N: 2.5743 -0.2080 0.2508
H: 2.8631 2.8033 1.3775
H: 1.9676 2.7408 -0.1348
H: 1.3248 1.7757 3.5103
H: 2.5284 0.8169 2.6844
H: 0.9889 0.0654 5.1534
H: 0.0064 -2.1514 5.7204
H: -0.7490 -3.6293 3.8407
H: -0.5604 -2.7976 1.5364
H: 0.4882 3.5854 2.0246
H: -0.6914 2.2996 2.2681
H: -1.4718 4.8431 0.8582
H: -2.5632 5.1831 -1.3545
H: -2.2139 3.4728 -3.1463
H: -0.7982 1.4886 -2.6279
H: 4.8605 2.2050 -0.2184
H: 6.1565 0.2633 -1.0790
H: 5.1001 -2.0047 -1.0373
H: 2.7922 -2.2177 -0.1501
O: -3.6148 1.1363 1.9855
C: -4.1505 -0.1015 2.0143
C: -5.2911 -0.2863 2.7938
C: -5.8741 -1.5322 2.8777
C: -5.3406 -2.6244 2.1880
C: -4.2197 -2.4437 1.4112
C: -3.6035 -1.1860 1.3063
C: -2.3906 -1.0141 0.5072
O: -1.8036 0.1094 0.4711
N: -1.9182 -2.0789 -0.1945
N: -0.7707 -1.7241 -0.7771
C: -0.3063 -2.6325 -1.6270
C: 0.7515 -2.3867 -2.5047
C: 1.2091 -3.4427 -3.3514
C: 2.1710 -3.2311 -4.2819
C: 2.7308 -1.9258 -4.4388
C: 2.3240 -0.8851 -3.6714
C: 1.3193 -1.0661 -2.6629
O: 0.9467 -0.0891 -1.9481
H: -2.8151 1.0809 1.4288
H: -5.6964 0.5664 3.3217
H: -6.7589 -1.6615 3.4881
H: -5.8071 -3.5969 2.2588
H: -3.7949 -3.2677 0.8547
H: -0.8304 -3.5836 -1.6805
H: 0.7649 -4.4244 -3.2367
H: 2.5079 -4.0401 -4.9152
H: 3.4945 -1.7681 -5.1903
H: 2.7413 0.1074 -3.7832

***

No. 3
C32H28N6O4S2Ti as an isolated structure in a non-equilibrium geometry. Source: the OMol25 dataset; level of theory: ωB97M-V/def2-TZVPD.

Values from the calculation:
charge	-1
frontier orbital gap (alpha / beta)	0.2193 / 0.2432	Ha
multiplicity	2

Element x y z (Å)
Ti: 0.2476 -0.8346 -0.3349
C: 0.8902 -3.8261 -0.3985
C: 0.5638 -2.8157 -1.3458
C: -0.8717 -2.7764 -1.4033
C: -1.3653 -3.7087 -0.4957
C: -0.2799 -4.3420 0.1280
H: 1.8951 -4.1315 -0.1356
H: 1.2122 -2.5983 -2.1925
H: -1.4749 -2.2683 -2.1499
H: -2.4039 -3.9043 -0.2828
H: -0.3566 -5.0959 0.8966
O: 0.1913 0.6659 0.7088
N: 1.2416 1.4547 0.6851
N: 2.1734 0.9632 -0.0969
O: 1.9821 -0.2497 -0.6567
C: 3.2981 1.6884 -0.3805
C: 3.4673 2.9770 0.1601
C: 4.5778 3.7175 -0.1764
C: 5.5302 3.2196 -1.0606
C: 5.3725 1.9402 -1.5803
C: 4.2791 1.1733 -1.2435
H: 2.7085 3.3676 0.8181
H: 4.7111 4.7079 0.2378
H: 6.3814 3.8231 -1.3415
H: 6.1051 1.5396 -2.2675
H: 4.1470 0.1756 -1.6378
C: 0.7645 -0.5399 -6.0251
C: 1.6823 -0.8113 -5.0228
C: 1.3642 -0.6086 -3.6926
C: 0.0935 -0.1464 -3.3190
C: -0.8217 0.1173 -4.3541
C: -0.4940 -0.0717 -5.6792
N: -0.2971 0.0708 -2.0046
C: -0.8987 1.2951 -1.7743
C: -0.4150 2.4548 -2.4038
C: -0.9187 3.6948 -2.0776
C: -1.9374 3.8165 -1.1453
C: -2.4664 2.6734 -0.5616
C: -1.9597 1.4232 -0.8615
H: 1.0216 -0.6937 -7.0641
H: 2.6751 -1.1553 -5.2857
H: 2.1153 -0.7673 -2.9304
H: -1.8023 0.4818 -4.0858
H: -1.2216 0.1463 -6.4520
H: 0.3968 2.3638 -3.1153
H: -0.5029 4.5733 -2.5529
H: -2.3063 4.7945 -0.8690
H: -3.2922 2.7643 0.1322
H: -2.3768 0.5233 -0.4148
N: -4.0615 1.1889 6.6160
C: -3.6170 0.6594 5.4167
C: -2.3368 0.1149 5.3225
C: -1.9288 -0.5170 4.1652
C: -2.7908 -0.6155 3.0884
C: -4.0494 -0.0443 3.1567
C: -4.4619 0.5988 4.3077
S: -2.4559 -1.7140 1.7005
O: -2.7023 -3.0322 2.2357
O: -3.2758 -1.2774 0.6021
N: -0.9208 -1.4966 1.2602
C: 0.0961 -2.0442 1.9042
S: -0.0162 -3.2155 3.2088
C: 1.7269 -3.2151 3.2779
C: 2.2393 -2.3809 2.3469
N: 1.3264 -1.7140 1.5913
H: -3.3335 1.4711 7.2523
H: -4.8282 1.8389 6.5505
H: -1.6744 0.1733 6.1740
H: -0.9389 -0.9369 4.1085
H: -4.6900 -0.1243 2.2920
H: -5.4445 1.0468 4.3694
H: 2.2276 -3.8400 3.9874
H: 3.2847 -2.1854 2.1700